No. 1
Molecular formula: CH2N4O
Method: DFT, the ωB97M-V functional and the def2-TZVPD basis

```
8
Properties=species:S:1:pos:R:3:forces:R:3
O -0.4415 -1.4608 -1.4372 0.88 2.75 3.04
C -0.2286 -0.5608 -0.5738 1.09 -5.62 -1.35
N 0.7532 -0.4688 0.5076 1.55 -6.51 -0.60
N 0.8199 0.6739 1.0194 3.14 1.29 2.37
N 0.0188 1.3834 0.4939 -4.54 3.51 -0.72
N -0.8177 0.5414 -0.2792 1.69 2.40 1.75
H 1.2929 -1.1648 1.0586 -0.70 0.14 -1.56
H -1.3970 1.0565 -0.7893 -3.12 2.05 -2.93
```
Positions in Å, forces in eV/Å.

Orbital gap   10.96 eV
Largest force on an atom   6.7 eV/A
Relative energy (zero: lowest compared OMol25 entry of this formula, charge and spin)   135.7 kJ/mol
SMILES   O=c1[nH]nn[nH]1
Total energy   -9074.89198 eV
Multiplicity   1
Molecular weight   86.054 g/mol


No. 2
Molecular formula: C5H6O
Method: DFT, the ωB97M-V functional and the def2-TZVPD basis

```
12
Properties=species:S:1:pos:R:3:forces:R:3
C 2.1042 -0.3187 0.1639 0.08 0.03 0.05
C 0.6407 -0.2935 -0.1775 -0.19 0.08 0.02
C -0.2837 0.5018 0.2915 0.01 -0.05 -0.04
C -1.2817 1.2453 0.6940 0.14 -0.07 -0.03
C -2.2533 -1.0231 -1.5111 -1.27 -0.27 0.56
O -3.2464 -1.1938 -0.9870 1.15 0.20 -0.62
H 2.3782 0.4443 0.8965 -0.10 -0.09 -0.10
H 2.6991 -0.1618 -0.7434 -0.06 -0.01 0.16
H 2.3789 -1.3019 0.5638 -0.02 0.16 -0.04
H -1.5468 2.1633 0.1741 0.10 -0.11 0.09
H -1.8908 0.9598 1.5491 0.13 0.04 -0.10
H 0.3073 -1.0244 -0.9150 0.03 0.09 0.07
```
Positions in Å, forces in eV/Å.

Orbital gap   10.52 eV
Largest force on an atom   1.4 eV/A
Relative energy (zero: lowest compared OMol25 entry of this formula, charge and spin)   161.8 kJ/mol
Total energy   -7327.60801 eV
Multiplicity   1
Molecular weight   82.102 g/mol


No. 3
Molecular formula: C5H5NO
Method: DFT, the ωB97M-V functional and the def2-TZVPD basis

```
12
Properties=species:S:1:pos:R:3:forces:R:3
O -2.3797 -0.6931 -0.0526 -2.16 -0.13 0.23
C -1.3236 -0.1478 -0.0841 0.65 -1.07 0.70
C -0.8734 1.1921 0.0482 -5.08 3.33 1.43
C 0.3578 1.2218 -0.2519 7.07 3.01 1.56
N 1.0019 0.0421 -0.6846 -1.07 -1.39 0.61
C 1.1637 -0.9717 0.4587 0.74 -0.52 -2.41
C -0.0996 -0.9347 -0.3732 0.12 -0.88 -1.94
H -1.4296 2.1260 0.4060 0.63 -1.78 -0.56
H 1.0339 2.1307 0.1550 -1.31 -2.03 -1.72
H 1.1916 -0.5086 1.4679 0.02 -0.83 -0.70
H 1.9214 -1.8142 0.0607 -1.71 2.08 1.67
H -0.5645 -1.6425 -1.1501 2.10 0.21 1.11
```
Positions in Å, forces in eV/Å.

Orbital gap   10.14 eV
Largest force on an atom   7.8 eV/A
Relative energy (zero: lowest compared OMol25 entry of this formula, charge and spin)   307.9 kJ/mol
SMILES   O=C1C=CN2C[C@@H]12
Total energy   -8800.22765 eV
Multiplicity   1
Molecular weight   95.101 g/mol


No. 4
Molecular formula: C54H73BN3O3PdSiTe
Method: DFT, the ωB97M-V functional and the def2-TZVPD basis

```
137
Properties=species:S:1:pos:R:3:forces:R:3
Pd 0.0671 0.0841 -0.2368 2.77 0.99 -1.57
C -2.2592 -0.4787 1.9728 -0.69 0.23 0.03
Si -3.1880 1.1406 1.4901 1.17 -0.10 0.45
C -1.7232 2.3959 1.2830 -0.63 -0.02 0.09
N -0.9236 2.3798 0.0605 0.31 -0.72 -0.06
C -1.7402 2.7343 -1.1044 -0.07 -0.27 -0.48
C -0.8953 3.3455 -2.2117 -0.13 0.03 0.15
C -0.4113 4.7271 -1.7606 0.02 -0.10 0.01
C -0.0984 4.7067 -0.2585 0.15 -0.14 0.07
C 0.2367 3.2801 0.1784 0.29 0.33 0.05
C -4.2932 0.7999 0.0065 -0.59 -0.17 -0.18
C -4.7354 -0.5135 -0.2450 0.48 0.64 0.60
C -5.5889 -0.8122 -1.2808 -0.35 -0.02 -0.56
C -6.0270 0.1920 -2.1379 0.21 0.10 0.37
C -5.6264 1.5050 -1.9014 -0.36 -0.27 -0.45
C -4.7995 1.8009 -0.8434 0.41 -0.18 0.85
C -4.1641 1.6190 3.0318 -0.31 0.30 -0.01
C -3.5922 2.2428 4.1518 0.24 -0.35 -0.68
C -4.3431 2.5535 5.2646 -0.27 0.10 0.40
C -5.7007 2.2605 5.2977 0.08 -0.15 -0.29
C -6.2905 1.6387 4.2017 -0.16 0.16 0.51
C -5.5356 1.3333 3.0912 0.57 -0.08 -0.40
H -2.8810 -1.2089 2.5010 -0.16 0.05 0.06
H -1.3829 -0.2683 2.5980 -0.04 0.08 -0.08
H -1.0418 2.1805 2.1124 -0.14 -0.13 0.05
H -2.1116 3.4116 1.4513 -0.14 0.16 0.09
H -2.4988 3.4720 -0.8115 -0.09 0.11 0.05
H -2.2580 1.8401 -1.4573 0.09 0.10 0.03
H -1.4883 3.4365 -3.1223 0.02 -0.13 -0.02
H -0.0611 2.6731 -2.4210 -0.03 -0.04 -0.07
H -1.1966 5.4588 -1.9497 0.01 0.11 -0.12
H 0.4656 5.0197 -2.3386 0.03 0.08 -0.01
H -0.9606 5.0587 0.3137 0.03 0.05 0.03
H 0.7365 5.3671 -0.0181 -0.04 0.04 0.03
H 0.5761 3.2660 1.2160 0.02 -0.12 -0.07
H 1.0524 2.8894 -0.4427 -0.10 0.06 0.15
H -4.3930 -1.3096 0.3949 0.07 -0.19 0.09
H -5.9055 -1.8369 -1.4306 -0.01 0.01 -0.05
H -6.6879 -0.0349 -2.9593 -0.04 -0.05 -0.12
H -5.9666 2.2973 -2.5565 -0.04 0.01 0.03
H -4.5428 2.8310 -0.6456 0.04 0.13 -0.10
H -2.5343 2.4663 4.1420 0.13 0.10 0.05
H -3.8749 3.0194 6.1231 0.01 0.03 -0.03
H -6.2923 2.5038 6.1671 -0.04 0.03 0.09
H -7.3419 1.3891 4.2251 -0.08 0.02 -0.01
H -5.9964 0.8587 2.2369 -0.18 -0.05 -0.08
C 2.6970 -1.1653 -1.5502 -0.10 -0.16 0.06
N 2.2072 0.1833 -1.8137 -0.29 -0.09 0.33
C 3.2581 1.1574 -1.5706 0.00 -0.02 0.11
C 1.7065 0.2517 -3.1842 -0.44 -0.06 -0.01
C 0.3682 -0.4385 -3.3104 -0.15 -0.10 -0.38
C 0.0350 -1.1046 -4.4869 0.26 0.12 0.09
C -1.2125 -1.6816 -4.6399 -0.07 -0.10 -0.19
C -2.1416 -1.5716 -3.6212 -0.27 -0.03 0.14
C -1.8141 -0.9157 -2.4386 -0.10 -0.32 -1.02
C -0.5548 -0.3604 -2.2709 -0.56 0.34 1.77
H 3.5433 -1.4037 -2.2151 0.03 -0.05 -0.01
H 1.8859 -1.8783 -1.7299 0.23 0.14 -0.02
H 3.0156 -1.2481 -0.5103 -0.01 -0.01 -0.07
H 4.1398 0.9667 -2.1980 0.07 -0.01 -0.08
H 3.5529 1.0970 -0.5249 0.07 0.05 -0.02
H 2.8946 2.1620 -1.7859 -0.03 0.03 -0.01
H 2.4228 -0.2014 -3.8914 0.09 0.15 0.07
H 1.5826 1.3064 -3.4592 0.11 -0.06 0.07
H 0.7576 -1.1737 -5.2889 0.12 -0.03 -0.14
H -1.4521 -2.2083 -5.5547 -0.05 -0.01 -0.03
H -3.1273 -1.9947 -3.7379 -0.22 -0.15 -0.10
H -2.5758 -0.8370 -1.6708 0.09 -0.02 0.07
C 1.4080 0.2103 4.8313 0.10 0.10 -0.40
C 1.9626 0.7779 3.5287 0.16 0.37 0.18
C 2.3565 2.2437 3.7416 -0.10 -0.41 -0.11
O 0.9153 0.7615 2.5410 -0.09 0.23 1.01
B 1.4283 0.3787 1.3274 -1.97 -0.61 -0.23
O 2.7497 0.0391 1.4459 0.61 0.03 -0.26
C 3.0913 -0.0614 2.8433 0.12 -0.22 0.28
C 3.0276 -1.5491 3.1953 -0.06 0.42 -0.23
C 4.5181 0.4413 3.0447 -0.33 -0.04 -0.16
H 0.6185 0.8712 5.1868 -0.01 0.03 0.08
H 2.1929 0.1574 5.5831 0.02 -0.05 0.14
H 0.9762 -0.7746 4.6763 0.03 -0.11 0.03
H 1.4766 2.7946 4.0678 -0.06 0.07 0.03
H 2.7122 2.6797 2.8106 0.08 0.07 -0.06
H 3.1274 2.3259 4.5025 0.12 0.12 0.08
H 2.0339 -1.9273 2.9742 -0.15 -0.09 0.07
H 3.2757 -1.7314 4.2384 -0.01 -0.04 0.11
H 3.7300 -2.0911 2.5639 0.05 -0.05 -0.02
H 4.6645 1.4248 2.6072 -0.02 0.12 0.03
H 5.1991 -0.2482 2.5504 0.08 -0.05 -0.02
H 4.7717 0.4740 4.1026 0.02 0.01 0.11
C -2.2559 -3.4342 0.8887 -0.08 0.17 0.21
C -1.2854 -2.2946 0.7459 1.47 -0.13 -0.66
O -1.8461 -1.0211 0.7156 0.38 -0.86 -0.07
N -0.0291 -2.3693 0.5076 -1.69 0.95 0.62
Te 0.8857 -4.2498 -0.3177 0.30 -1.16 -0.38
C 0.9944 -6.3712 -1.0955 -0.26 0.37 0.07
C 1.3056 -6.5502 -2.4426 0.10 0.24 0.06
C 1.6575 -5.4059 -3.3483 -0.09 0.04 -0.02
C 1.3309 -7.8347 -2.9694 -0.07 -0.24 0.07
C 1.0087 -8.9460 -2.2075 0.07 0.09 -0.04
C 1.0156 -10.3264 -2.7959 -0.02 0.01 0.03
C 0.6552 -8.7453 -0.8799 0.05 0.01 -0.11
C 0.6332 -7.4761 -0.3254 -0.01 0.14 0.20
C 0.2188 -7.2915 1.0997 -0.04 -0.08 0.05
C 2.2783 -4.6374 1.2578 0.18 0.38 0.07
C 3.6061 -4.8645 0.8653 -0.40 0.03 -0.24
C 3.9894 -4.9290 -0.5765 0.10 0.05 -0.09
C 4.5784 -5.0687 1.8257 0.10 -0.11 0.49
C 4.2834 -5.0511 3.1813 -0.26 0.06 -0.10
C 5.3534 -5.2682 4.2094 -0.03 0.02 0.00
C 2.9660 -4.8019 3.5566 0.37 -0.23 -0.04
C 1.9658 -4.5884 2.6231 -0.27 0.01 -0.26
C 0.5767 -4.2977 3.1072 0.02 0.07 0.05
H -3.1857 -3.0775 1.3275 -0.08 -0.07 0.06
H -1.8386 -4.2274 1.5106 -0.04 0.06 -0.07
H -2.4856 -3.8518 -0.0959 0.09 0.11 0.02
H 1.1130 -4.5023 -3.0769 0.10 0.04 -0.20
H 1.4222 -5.6569 -4.3802 0.00 0.03 -0.07
H 2.7266 -5.2015 -3.2892 0.07 0.16 -0.02
H 1.5975 -7.9637 -4.0087 0.01 -0.03 -0.17
H 1.3606 -10.3133 -3.8282 0.01 -0.03 -0.02
H 0.0117 -10.7525 -2.7746 0.00 -0.06 -0.03
H 1.6671 -10.9838 -2.2196 0.01 -0.06 -0.03
H 0.3844 -9.5961 -0.2700 -0.06 -0.10 0.11
H -0.2675 -8.1848 1.4848 -0.05 -0.04 0.07
H -0.4726 -6.4484 1.1664 0.01 -0.06 0.15
H 1.0905 -7.0734 1.7170 -0.03 0.05 0.13
H 3.5641 -4.0798 -1.1141 0.10 -0.05 -0.15
H 3.5934 -5.8455 -1.0123 0.01 -0.02 -0.18
H 5.0698 -4.9228 -0.7006 0.06 0.01 0.01
H 5.5953 -5.2618 1.5141 0.12 0.01 -0.08
H 6.2797 -5.5857 3.7335 0.05 0.00 0.07
H 5.0509 -6.0323 4.9262 0.04 0.01 0.04
H 5.5458 -4.3457 4.7624 0.03 -0.04 0.02
H 2.7131 -4.7820 4.6088 -0.04 0.06 0.10
H 0.5900 -4.0160 4.1590 -0.01 -0.01 0.06
H -0.0599 -5.1767 3.0031 -0.09 -0.03 -0.03
H 0.1450 -3.4786 2.5362 -0.07 -0.05 0.11
```
Positions in Å, forces in eV/Å.

Orbital gap (alpha / beta)   6.74 / 5.04 eV
Largest force on an atom   3.3 eV/A
Relative energy (zero: lowest compared OMol25 entry of this formula, charge and spin)   115.6 kJ/mol
Expectation value of S²   0.80
Total energy   -87121.66154 eV
Multiplicity   2
Molecular weight   1085.114 g/mol


Q: Among the records above, which one has the highest total energy?
A: C5H6O